Record 1
{
  "formula": "C17H29LuN7O7Se",
  "method": "ωB97M-V/def2-TZVPD",
  "spin_multiplicity": 1,
  "e_homo_ev": -11.93,
  "total_charge": 1,
  "energy_ev": -141831.0952,
  "orbital_gap_ev": 8.22,
  "symbols": ["Lu", "O", "C", "C", "N", "C", "C", "O", "O", "C", "C", "O", "O", "H", "H", "H", "H", "H", "H", "H", "H", "H", "N", "C", "C", "C", "C", "N", "H", "H", "H", "H", "H", "H", "H", "H", "H", "H", "H", "H", "Se", "N", "C", "C", "C", "C", "N", "C", "N", "H", "H", "H", "N", "C", "C", "O", "O", "H", "H", "H", "H", "H"],
  "coordinates": [[-0.493, -0.403, 0.363], [-2.037, 1.017, -0.869], [-3.139, 1.559, -0.150], [-2.704, 2.142, 1.190], [-2.063, 1.115, 2.024], [-3.016, 0.111, 2.529], [-2.698, -1.252, 1.909], [-2.731, -2.238, 2.643], [-2.406, -1.242, 0.667], [-1.212, 1.677, 3.069], [0.157, 1.036, 3.021], [1.091, 1.710, 3.589], [0.352, -0.039, 2.439], [-1.604, 1.723, -1.438], [-3.848, 0.746, 0.000], [-3.623, 2.341, -0.738], [-3.574, 2.582, 1.693], [-1.970, 2.923, 0.997], [-4.042, 0.377, 2.265], [-2.959, 0.008, 3.610], [-1.621, 1.543, 4.074], [-1.062, 2.744, 2.919], [-0.704, -1.667, -1.782], [-0.135, -1.283, -3.104], [-0.918, -0.146, -3.787], [-0.020, 0.944, -4.394], [0.618, 1.898, -3.386], [-0.364, 2.846, -2.820], [-0.288, -2.556, -1.520], [-1.696, -1.859, -1.904], [-0.135, -2.157, -3.759], [0.906, -0.996, -2.943], [-1.607, 0.299, -3.070], [-1.520, -0.569, -4.592], [-0.601, 1.533, -5.109], [0.783, 0.465, -4.959], [1.436, 2.433, -3.878], [1.047, 1.329, -2.559], [-0.819, 3.358, -3.568], [0.122, 3.526, -2.244], [-0.756, -3.850, 2.569], [0.731, -4.770, 2.542], [1.568, -4.212, 1.686], [2.892, -4.601, 1.370], [3.557, -3.851, 0.444], [2.921, -2.748, -0.183], [1.696, -2.355, 0.067], [1.039, -3.057, 1.013], [-0.189, -2.693, 1.361], [3.336, -5.460, 1.854], [4.572, -4.098, 0.166], [3.454, -2.179, -0.937], [3.265, 1.362, 1.922], [2.628, 2.172, 0.862], [1.386, 1.444, 0.345], [1.541, 0.315, -0.192], [0.246, 1.943, 0.492], [4.178, 1.736, 2.153], [3.390, 0.411, 1.587], [2.004, 1.447, 3.164], [3.300, 2.325, 0.014], [2.337, 3.138, 1.269]],
  "forces_ev_per_angstrom": [[-0.42, 0.24, -0.57], [0.86, 0.53, -0.78], [-0.23, 0.20, 0.34], [0.13, -0.07, -0.30], [-0.08, -0.02, 0.06], [0.16, -0.19, -0.21], [-0.82, -0.30, 0.92], [-0.02, 0.05, -0.23], [-0.57, -0.10, -0.12], [0.08, -0.12, -0.16], [-0.47, -0.24, -0.17], [1.16, 0.04, -0.28], [0.04, 0.08, 0.21], [-0.30, -0.54, 0.55], [0.02, 0.01, -0.10], [0.00, -0.05, -0.02], [0.00, 0.02, 0.00], [-0.02, 0.03, 0.05], [-0.01, 0.03, 0.02], [-0.02, 0.06, 0.01], [-0.02, 0.01, 0.02], [-0.01, 0.02, 0.00], [0.01, 0.18, -0.02], [0.00, 0.15, -0.01], [0.21, 0.06, 0.05], [-0.04, -0.07, 0.22], [-0.12, 0.08, -0.06], [-0.15, -0.48, 0.26], [-0.01, -0.02, 0.07], [-0.06, 0.04, 0.10], [0.11, 0.00, -0.02], [-0.03, 0.02, 0.07], [-0.04, 0.00, -0.04], [-0.11, -0.01, 0.07], [0.02, -0.03, -0.05], [-0.01, 0.02, -0.08], [0.05, -0.05, -0.02], [0.08, -0.02, 0.06], [0.02, 0.04, 0.02], [-0.13, -0.02, -0.02], [-0.36, -0.14, 0.28], [0.32, -0.28, 0.11], [-0.35, 0.36, -0.16], [0.24, -0.01, -0.13], [0.10, -0.38, 0.25], [-0.39, 0.32, -0.16], [0.33, 0.00, -0.15], [-0.13, -0.54, 0.41], [0.55, 0.20, -0.33], [0.02, 0.01, -0.02], [-0.01, 0.03, -0.03], [0.04, -0.01, 0.01], [-0.53, 0.01, 0.11], [0.00, -0.19, -0.11], [0.56, 0.95, -0.05], [0.69, 0.07, -0.31], [0.09, -0.10, 0.06], [-0.04, -0.01, 0.03], [0.03, 0.04, 0.01], [-0.39, 0.05, 0.38], [-0.03, 0.05, -0.07], [-0.01, -0.01, 0.01]],
  "mulliken_charge": [2.423, -0.454, -0.879, -0.954, 0.579, -0.749, 0.593, -0.780, -0.680, -1.132, 0.676, -0.512, -0.666, 0.256, 0.314, 0.576, 0.485, 0.489, 0.389, 0.407, 0.527, 0.412, -0.573, -0.848, -0.111, -1.057, -0.139, -0.555, 0.253, 0.279, 0.464, 0.328, 0.073, 0.399, 0.388, 0.362, 0.488, -0.109, 0.236, 0.201, 0.420, -0.869, 0.520, -0.572, -0.780, -0.337, 0.046, 0.372, -0.287, 0.487, 0.414, 0.485, -0.558, -1.343, 0.985, -0.714, -0.520, 0.264, 0.201, 0.581, 0.440, 0.367]
}

=====

Record 2
{
  "formula": "C17H29NO16S2",
  "method": "ωB97M-V/def2-TZVPD",
  "spin_multiplicity": 1,
  "e_homo_ev": -9.91,
  "total_charge": 0,
  "energy_ev": -74015.3919,
  "orbital_gap_ev": 8.96,
  "symbols": ["C", "N", "O", "O", "H", "H", "H", "O", "S", "O", "O", "C", "C", "O", "H", "H", "H", "H", "O", "S", "O", "O", "C", "C", "O", "H", "H", "H", "H", "O", "C", "C", "C", "C", "O", "H", "H", "H", "H", "H", "H", "O", "C", "C", "C", "C", "O", "H", "H", "H", "H", "H", "H", "O", "C", "C", "C", "C", "O", "H", "H", "H", "H", "H", "H"],
  "coordinates": [[-2.421, 0.191, -3.499], [-1.626, 0.682, -2.341], [-2.226, 1.288, -1.469], [-0.429, 0.483, -2.361], [-2.878, -0.761, -3.238], [-1.716, 0.019, -4.306], [-3.174, 0.926, -3.749], [0.470, -3.514, 3.224], [0.809, -2.785, 2.072], [2.028, -3.036, 1.396], [-0.396, -2.822, 1.043], [-0.435, -1.591, 0.309], [0.232, -0.535, 1.214], [0.691, -1.223, 2.376], [0.082, -1.770, -0.635], [-1.484, -1.386, 0.103], [-0.511, 0.197, 1.522], [1.070, -0.044, 0.721], [-4.690, -4.848, 2.415], [-3.751, -4.486, 1.426], [-2.485, -5.101, 1.403], [-4.448, -4.606, -0.020], [-4.513, -3.338, -0.662], [-4.525, -2.348, 0.479], [-3.574, -2.900, 1.401], [-3.647, -3.231, -1.324], [-5.413, -3.264, -1.272], [-5.497, -2.381, 0.981], [-4.283, -1.331, 0.188], [4.360, -0.122, -3.694], [3.665, -1.090, -3.684], [2.327, -1.283, -2.971], [2.072, -2.776, -3.031], [3.182, -3.341, -3.955], [4.000, -2.226, -4.347], [2.420, -0.865, -1.973], [1.633, -0.699, -3.577], [2.123, -3.227, -2.038], [1.100, -3.081, -3.421], [3.834, -4.065, -3.476], [2.749, -3.728, -4.875], [0.645, 4.330, 6.707], [0.241, 4.020, 5.631], [-0.109, 2.623, 5.148], [-0.419, 2.789, 3.665], [-0.157, 4.278, 3.375], [-0.011, 4.929, 4.654], [0.758, 1.981, 5.305], [-0.918, 2.217, 5.748], [0.138, 2.185, 2.953], [-1.477, 2.601, 3.469], [0.806, 4.410, 2.878], [-0.962, 4.770, 2.840], [3.212, 0.824, -0.428], [2.788, 1.918, -0.665], [2.393, 2.985, 0.342], [1.638, 3.993, -0.519], [2.166, 3.736, -1.919], [2.637, 2.376, -1.920], [1.846, 2.536, 1.165], [3.327, 3.400, 0.726], [0.553, 3.856, -0.463], [1.745, 5.019, -0.160], [1.432, 3.847, -2.713], [3.001, 4.395, -2.174]],
  "forces_ev_per_angstrom": [[0.28, -0.29, -0.35], [-0.14, 0.47, 0.01], [0.17, -0.35, -0.09], [-0.16, -0.10, 0.21], [-0.04, 0.08, 0.23], [-0.07, 0.10, -0.04], [-0.04, 0.07, 0.09], [-0.26, -0.21, 0.52], [0.02, 0.27, -0.16], [0.33, 0.00, -0.39], [-0.19, -0.04, 0.16], [0.14, -0.54, -0.36], [-0.13, 0.29, -0.40], [-0.10, -0.08, 0.18], [0.13, 0.33, 0.04], [0.00, 0.07, 0.13], [0.13, 0.05, 0.18], [0.02, -0.06, -0.02], [-0.57, -0.02, 0.22], [0.06, -0.09, -0.13], [0.48, -0.05, -0.17], [-0.07, -0.10, 0.18], [0.00, 0.27, -0.48], [-0.59, -0.42, 0.24], [0.37, 0.34, -0.22], [0.07, 0.07, 0.16], [-0.06, -0.24, 0.14], [-0.05, 0.24, -0.16], [0.34, 0.02, 0.21], [-0.09, 0.10, -0.22], [0.01, -0.21, 0.40], [0.50, 0.16, -0.64], [0.04, -0.77, 0.31], [-0.30, 0.72, -0.25], [0.11, -0.04, 0.17], [-0.16, 0.09, -0.02], [-0.20, 0.05, 0.30], [0.18, 0.06, -0.02], [-0.07, 0.33, -0.08], [-0.10, -0.15, 0.00], [0.13, -0.31, 0.06], [0.01, 0.09, 0.10], [-0.34, -0.07, 0.07], [0.87, -0.17, -0.43], [-1.07, 0.45, -0.39], [0.56, -0.02, 0.67], [0.01, -0.16, -0.14], [-0.03, 0.04, 0.14], [-0.12, 0.07, -0.02], [0.20, -0.25, 0.34], [0.06, -0.16, 0.05], [-0.18, 0.10, -0.31], [0.05, 0.06, -0.11], [-0.20, -0.12, 0.04], [0.23, -0.14, 0.21], [0.12, 0.03, -0.56], [-0.81, 0.50, 0.77], [0.34, 0.21, -0.21], [-0.20, 0.19, -0.08], [-0.06, 0.04, 0.03], [-0.04, 0.00, 0.10], [0.11, -0.46, -0.14], [0.42, 0.00, -0.28], [-0.14, -0.15, 0.09], [0.08, -0.13, 0.11]],
  "mulliken_charge": [-0.754, 0.865, -0.538, -0.379, 0.216, 0.302, 0.320, -0.565, 1.030, -0.550, -0.166, 0.417, 0.091, -0.358, -0.137, -0.078, 0.313, -0.075, -0.557, 1.089, -0.475, -0.338, -0.203, -0.452, -0.258, 0.222, 0.324, 0.335, 0.330, -0.540, 0.249, 0.799, -0.488, -0.407, -0.391, -0.234, 0.024, 0.202, 0.304, 0.261, 0.238, -0.551, 0.421, -0.459, 0.530, -0.399, -0.384, 0.276, 0.297, -0.543, 0.303, 0.220, 0.314, -0.605, 0.364, 0.196, -0.378, -0.559, -0.321, -0.165, 0.294, 0.220, 0.376, 0.310, 0.256]
}